# 1
The following is a quantum chemistry calculation of an isolated molecule of C13H16N2O at a distorted geometry, from OMol25.

Bonds (Å) are listed after each position.
CARTESIAN COORDINATES (ANGSTROEM)
1 O -1.5447 2.6648 -1.1158  N3 1.170, H32 1.077
2 N 1.5369 1.1429 1.5575  C6 1.470, C11 1.245, H18 1.133
3 N -2.1515 1.6678 -1.2014  O1 1.170, C7 1.267
4 C -2.1182 -1.6729 0.3570  C5 1.452, C8 1.748, C13 1.485, H19 1.064
5 C -2.6813 -3.0109 0.3239  C4 1.452, H17 1.169, H24 1.168, H25 1.211
6 C 0.1395 1.4601 1.2275  N2 1.470, C16 1.561, H27 1.071
7 C -1.4282 0.7917 -0.6412  N3 1.267, C13 1.697, C16 1.455
8 C -3.0745 -0.7395 1.4846  C4 1.748, H26 1.105, H30 0.943, H31 1.136
9 C 3.4959 -0.0034 0.6280  C11 1.484, C14 1.273, H21 1.015
10 C 1.1298 0.0854 -0.2119  C11 1.372, C15 1.313, C16 1.351
11 C 2.0572 0.3326 0.7680  N2 1.245, C9 1.484, C10 1.372
12 C 2.7499 -1.4396 -1.3310  C14 1.573, C15 1.499, H29 1.108
13 C -1.9322 -0.8164 -0.8415  C4 1.485, C7 1.697, H20 1.160, H22 1.039
14 C 3.6961 -0.9813 -0.1616  C9 1.273, C12 1.573, H28 1.203
15 C 1.3919 -0.8500 -1.0949  C10 1.313, C12 1.499, H23 1.046
16 C -0.0816 0.6746 -0.1036  C6 1.561, C7 1.455, C10 1.351
17 H -3.6350 -2.8935 -0.3425  C5 1.169
18 H 1.9745 1.9184 2.2589  N2 1.133
19 H -1.2006 -1.5600 0.8840  C4 1.064
20 H -2.9268 -0.5426 -1.3732  C13 1.160
21 H 4.1198 0.0326 1.4274  C9 1.015
22 H -1.2901 -1.4078 -1.4049  C13 1.039
23 H 0.7486 -1.2072 -1.8380  C15 1.046
24 H -1.9309 -3.4579 -0.4512  C5 1.168
25 H -2.8433 -3.5712 1.3857  C5 1.211
26 H -2.6311 0.2693 1.5657  C8 1.105
27 H -0.5209 2.1188 1.7530  C6 1.071
28 H 4.8083 -1.4144 -0.3158  C14 1.203
29 H 3.0990 -1.9767 -2.2347  C12 1.108
30 H -3.0694 -1.1441 2.3360  C8 0.943
31 H -4.0483 -0.7270 0.9004  C8 1.136
32 H -0.6384 2.9405 -0.6035  O1 1.077

Values from the calculation:
* structure (SMILES): CC(C)C/C(=N/O)c1c[nH]c2ccccc12
* highest occupied orbital energy: -8.04 eV
* Kohn-Sham gap: 8.4 eV
* calculated total energy: -18757.018 eV
* LUMO energy: 0.4 eV

Mulliken population analysis, charges in e, atoms 1 to 4: O -0.379; N -0.100; N -0.572; C 0.455

# 2
The following is a quantum chemistry calculation of an isolated molecule of C8H14O3 at a distorted geometry, from OMol25.

Bonds (Å) are listed after each position.
CARTESIAN COORDINATES (ANGSTROEM)
1 O 0.2777 -0.2131 1.5739  O2 1.426, C7 1.413
2 O -1.0645 0.0689 1.1833  O1 1.426, C10 1.428
3 O 0.3613 -2.6766 -2.1172  C6 1.420, H20 0.951
4 C -0.1522 2.0300 0.1515  C9 1.328, C10 1.490, H17 1.083
5 C -0.5286 -0.0220 -1.2084  C10 1.523, C11 1.552, H13 1.109, H22 1.098
6 C -0.9126 -2.1984 -2.5225  O3 1.420, C11 1.517, H19 1.099, H21 1.089
7 C 0.7809 0.9749 2.1493  O1 1.413, C8 1.523, C9 1.503, H15 1.093
8 C 2.2277 0.6646 2.5101  C7 1.523, H12 1.104, H16 1.083, H23 1.128
9 C 0.6917 2.1152 1.1737  C4 1.328, C7 1.503, H18 1.073
10 C -1.0013 0.8196 -0.0300  O2 1.428, C4 1.490, C5 1.523, H25 1.097
11 C -1.4782 -1.2094 -1.5205  C5 1.552, C6 1.517, H14 1.075, H24 1.120
12 H 2.8999 0.5772 1.6381  C8 1.104
13 H -0.4481 0.5810 -2.1359  C5 1.109
14 H -2.4388 -0.8502 -1.8426  C11 1.075
15 H 0.2519 1.2183 3.0747  C7 1.093
16 H 2.3022 -0.2479 3.0882  C8 1.083
17 H -0.2637 2.8336 -0.5661  C4 1.083
18 H 1.2697 2.9952 1.3794  C9 1.073
19 H -0.7715 -1.7515 -3.5169  C6 1.099
20 H 0.3011 -3.1123 -1.2743  O3 0.951
21 H -1.6238 -3.0177 -2.6127  C6 1.089
22 H 0.4735 -0.4062 -0.9747  C5 1.098
23 H 2.5545 1.5039 3.1884  C8 1.128
24 H -1.6620 -1.7711 -0.5691  C11 1.120
25 H -2.0466 1.0938 -0.2199  C10 1.097

Values from the calculation:
* structure (SMILES): C[C@H]1C=C[C@@H](CCCO)OO1
* highest occupied orbital energy: -9.65 eV
* Kohn-Sham gap: 10.6 eV
* calculated total energy: -14662.165 eV
* LUMO energy: 1.0 eV

Mulliken population analysis, charges in e, atoms 1 to 4: O -0.249; O -0.378; O -0.514; C -0.654

# 3
The following is a quantum chemistry calculation of a cluster of 4 separate species, C38H78N3O13S in total at a distorted geometry, from OMol25.

Bonds (Å) are listed after each position.
CARTESIAN COORDINATES (ANGSTROEM)
1 S 3.5328 0.6139 -0.0745  C25 1.833, C47 1.727
2 O 5.9720 -5.7086 3.1080  C20 1.409, C29 1.417
3 O 3.8860 2.4742 1.8394  C40 1.359, C47 1.353
4 O -3.2711 -4.7715 -4.9926  C48 1.409, C49 1.416
5 O -1.8923 -2.4180 1.9039  C21 1.415, C50 1.411
6 O 1.9483 5.1613 -4.1546  C26 1.418, C27 1.411
7 O -0.1425 7.4470 -5.7681  C33 1.417, C34 1.408
8 O -3.2544 -4.1441 -1.9839  C19 1.419, C35 1.420
9 O 4.6225 -5.9952 5.8588  C41 1.417, C44 1.418
10 O -4.0283 -7.0556 -2.6163  C42 1.416, C43 1.409
11 O 2.3009 8.2016 -4.0547  C22 1.416, C46 1.418
12 O 2.5554 -6.2689 3.6111  C23 1.409, C24 1.418
13 O -3.7454 2.8517 4.0028  N16 1.274
14 O -2.2825 0.4429 1.4627  C28 1.411, C37 1.418
15 N 6.0453 2.4235 2.1609  N17 1.359, C40 1.273
16 N -3.0312 2.7374 2.9536  O13 1.274, C36 1.481, C53 1.477
17 N 5.7402 1.5179 1.1952  N15 1.359, C47 1.286
18 C 1.2494 1.2864 -1.3703  C25 1.520, C54 1.555, H83 1.090, H128 1.087
19 C -2.1981 -4.5641 -2.8326  O8 1.419, C49 1.511, H100 1.093, H101 1.091
20 C 6.8938 -4.7173 2.7176  O2 1.409, H76 1.096, H91 1.096, H96 1.088
21 C -2.4536 -1.8788 0.7222  O5 1.415, C28 1.517, H80 1.090, H92 1.089
22 C 1.5958 7.3416 -3.1784  O11 1.416, C26 1.511, H77 1.092, H78 1.093
23 C 1.5909 -7.2930 3.5345  O12 1.409, H120 1.096, H124 1.088, H132 1.097
24 C 2.4557 -5.4952 4.7952  O12 1.418, C41 1.511, H97 1.096, H115 1.099
25 C 1.9363 1.5138 -0.0334  S1 1.833, C18 1.520, H62 1.080, H94 1.082
26 C 2.2087 5.9695 -3.0184  O6 1.418, C22 1.511, H99 1.096, H127 1.100
27 C 2.9912 4.2556 -4.4413  O6 1.411, H68 1.088, H117 1.097, H123 1.096
28 C -3.1619 -0.5750 1.0359  O14 1.411, C21 1.517, H60 1.095, H112 1.088
29 C 6.4056 -6.4675 4.2228  O2 1.417, C44 1.511, H61 1.099, H81 1.096
30 C 0.3680 -3.0504 1.1682  C50 1.525, H66 1.085, H110 1.087, H125 1.087
31 C -2.8134 3.0561 0.4787  C38 1.549, C53 1.540, H69 1.085, H129 1.089
32 C -5.0122 3.0696 1.6080  C53 1.537, H57 1.083, H73 1.085, H79 1.091
33 C 0.8758 8.3892 -6.0584  O7 1.417, C46 1.511, H116 1.096, H126 1.099
34 C -1.4277 8.0200 -5.7089  O7 1.408, H58 1.096, H75 1.089, H130 1.096
35 C -4.5333 -4.7357 -2.1559  O8 1.420, C42 1.511, H103 1.093, H114 1.092
36 C -1.5726 2.7529 3.2105  N16 1.481, C45 1.541, C52 1.552, C55 1.533
37 C -1.4645 0.9826 0.4376  O14 1.418, C38 1.526, H56 1.089, H70 1.091
38 C -1.3717 2.4984 0.5850  C31 1.549, C37 1.526, C45 1.532, C51 1.573
39 C -3.4838 4.9995 2.0021  C53 1.549, H64 1.087, H65 1.087, H72 1.084
40 C 4.9534 2.9724 2.5180  O3 1.359, N15 1.273, H105 1.071
41 C 3.8132 -5.0070 5.2448  O9 1.417, C24 1.511, H74 1.092, H109 1.093
42 C -4.6322 -6.1698 -1.6911  O10 1.416, C35 1.511, H87 1.096, H106 1.099
43 C -3.5104 -8.2194 -2.0147  O10 1.409, H88 1.096, H118 1.088, H133 1.096
44 C 5.2361 -6.9730 5.0353  O9 1.418, C29 1.511, H98 1.092, H119 1.092
45 C -0.7453 2.9145 1.9202  C36 1.541, C38 1.532, H82 1.087, H93 1.092
46 C 2.1973 7.9791 -5.4517  O11 1.418, C33 1.511, H95 1.092, H104 1.092
47 C 4.4666 1.5657 1.0225  S1 1.727, O3 1.353, N17 1.286
48 C -3.8990 -3.9906 -5.9829  O4 1.409, H63 1.096, H71 1.096, H86 1.088
49 C -2.2933 -4.0616 -4.2544  O4 1.416, C19 1.511, H90 1.099, H111 1.096
50 C -0.5103 -2.1881 2.0691  O5 1.411, C30 1.525, H59 1.093, H122 1.088
51 C -0.4807 3.1070 -0.5602  C38 1.573, C54 1.530, H89 1.087, H107 1.087
52 C -1.2079 1.4298 3.9350  C36 1.552, H85 1.087, H102 1.083, H108 1.085
53 C -3.5374 3.4680 1.7743  N16 1.477, C31 1.540, C32 1.537, C39 1.549
54 C 0.0174 2.1853 -1.6748  C18 1.555, C51 1.530, H121 1.085, H131 1.090
55 C -1.1818 3.9045 4.1441  C36 1.533, H67 1.089, H84 1.084, H113 1.086
56 H -0.4870 0.5065 0.5003  C37 1.089
57 H -5.6251 3.4867 2.3979  C32 1.083
58 H -1.4569 8.8573 -5.0018  C34 1.096
59 H -0.2572 -1.1318 1.9476  C50 1.093
60 H -3.7814 -0.2443 0.1957  C28 1.095
61 H 6.9793 -7.3316 3.8599  C29 1.099
62 H 1.3891 1.1159 0.8086  C25 1.080
63 H -3.1985 -3.7117 -6.7787  C48 1.096
64 H -2.6943 5.4786 1.4293  C39 1.087
65 H -4.4246 5.4329 1.6725  C39 1.087
66 H 0.3300 -4.0747 1.5248  C30 1.085
67 H -0.1097 3.8176 4.3153  C55 1.089
68 H 2.7560 3.7644 -5.3834  C27 1.088
69 H -2.8695 3.9081 -0.1911  C31 1.085
70 H -1.9276 0.7617 -0.5251  C37 1.091
71 H -4.3353 -3.0814 -5.5524  C48 1.096
72 H -3.4016 5.2272 3.0584  C39 1.084
73 H -5.3706 3.3478 0.6222  C32 1.085
74 H 4.3385 -4.5107 4.4264  C41 1.092
75 H -2.1141 7.2488 -5.3641  C34 1.089
76 H 7.8113 -5.1594 2.3120  C20 1.096
77 H 0.5411 7.2666 -3.4514  C22 1.092
78 H 1.6486 7.8332 -2.2040  C22 1.093
79 H -5.0849 1.9841 1.6953  C32 1.091
80 H -3.2090 -2.5865 0.3820  C21 1.090
81 H 7.0555 -5.8646 4.8678  C29 1.096
82 H 0.1962 2.3963 2.0821  C45 1.087
83 H 0.9529 0.2409 -1.4536  C18 1.090
84 H -1.6780 3.8200 5.1041  C55 1.084
85 H -0.5435 1.6379 4.7700  C52 1.087
86 H -4.6991 -4.5904 -6.4120  C48 1.088
87 H -4.1583 -6.2606 -0.7066  C42 1.096
88 H -4.3099 -8.8577 -1.6210  C43 1.096
89 H -1.0587 3.8859 -1.0512  C51 1.087
90 H -1.3168 -4.2006 -4.7386  C49 1.099
91 H 7.1528 -4.0631 3.5582  C20 1.096
92 H -1.7188 -1.7682 -0.0741  C21 1.089
93 H -0.4843 3.9708 1.8305  C45 1.092
94 H 2.1836 2.5572 0.1086  C25 1.082
95 H 2.9649 8.6208 -5.8893  C46 1.092
96 H 6.4204 -4.1171 1.9428  C20 1.088
97 H 1.9974 -6.0783 5.6018  C24 1.096
98 H 5.6273 -7.7149 5.7350  C44 1.092
99 H 3.2866 6.0731 -2.8517  C26 1.096
100 H -1.2998 -4.1210 -2.3948  C19 1.093
101 H -2.0722 -5.6479 -2.8083  C19 1.091
102 H -0.7165 0.7293 3.2706  C52 1.083
103 H -5.1966 -4.1448 -1.5197  C35 1.093
104 H 2.4412 6.9476 -5.7128  C46 1.092
105 H 4.7900 3.7436 3.2427  C40 1.071
106 H -5.6945 -6.4323 -1.5922  C42 1.099
107 H 0.3465 3.6364 -0.0943  C51 1.087
108 H -2.0997 0.9754 4.3526  C52 1.085
109 H 3.6438 -4.2625 6.0262  C41 1.093
110 H 1.3793 -2.6536 1.1938  C30 1.087
111 H -2.5244 -2.9900 -4.2411  C49 1.096
112 H -3.8277 -0.7695 1.8741  C28 1.088
113 H -1.3490 4.8804 3.6986  C55 1.086
114 H -4.8863 -4.6330 -3.1837  C35 1.092
115 H 1.8179 -4.6238 4.5900  C24 1.099
116 H 0.6000 9.3803 -5.6798  C33 1.096
117 H 3.0820 3.4967 -3.6538  C27 1.097
118 H -2.9666 -8.7688 -2.7807  C43 1.088
119 H 4.5067 -7.4740 4.3958  C44 1.092
120 H 1.6295 -7.9402 4.4184  C23 1.096
121 H -0.7872 1.5779 -2.0769  C54 1.085
122 H -0.2947 -2.4319 3.1069  C50 1.088
123 H 3.9442 4.7845 -4.5533  C27 1.096
124 H 1.8211 -7.8925 2.6556  C23 1.088
125 H 0.0183 -3.0336 0.1391  C30 1.087
126 H 0.9965 8.4535 -7.1484  C33 1.099
127 H 1.7638 5.4775 -2.1405  C26 1.100
128 H 1.9985 1.4427 -2.1422  C18 1.087
129 H -3.4169 2.2731 0.0217  C31 1.089
130 H -1.7567 8.3716 -6.6937  C34 1.096
131 H 0.3121 2.8286 -2.5037  C54 1.090
132 H 0.5783 -6.8850 3.4310  C23 1.097
133 H -2.8174 -7.9711 -1.2021  C43 1.096

Values from the calculation:
* highest occupied orbital energy (alpha / beta): -7.96 / -9.10 eV
* Kohn-Sham gap (alpha / beta): 8.2 / 9.4 eV
* calculated total energy: -82584.923 eV
* LUMO energy (alpha / beta): 0.3 / 0.3 eV
* 2S+1: 2

Mulliken population analysis, charges in e, atoms 1 to 4: S -0.228; O -0.259; O -0.140; O -0.278